No. 1
A single C25H22N2O2S molecule, computed with wB97M-V/def2-TZVPD.

## Properties
- energy (a.u.) = -1624.08384
- structure (SMILES) = COc1cccc(NC(=O)CSc2nc3ccccc3cc2Cc2ccccc2)c1
- energy above the lowest of the compared OMol25 structures with the same formula, charge and spin (kJ/mol) = 32.1
- multiplicity = 1
- Kohn-Sham gap (eV) = 8.18
- LUMO energy (eV) = 0.15

Each line ends with the Löwdin charge.
Geometry (Å):
C: -5.948 -0.229 -1.549  -0.083
H: -6.920 -0.649 -1.807  0.092
O: -6.013 0.062 -0.173  -0.080
C: -4.921 0.611 0.424  -0.269
C: -3.734 0.899 -0.235  0.050
C: -2.675 1.464 0.468  -0.213
C: -2.802 1.739 1.825  -0.042
C: -3.990 1.450 2.473  -0.086
C: -5.047 0.891 1.786  -0.021
H: -5.979 0.662 2.277  0.113
H: -4.090 1.665 3.527  0.104
H: -1.976 2.177 2.367  0.106
N: -1.466 1.786 -0.153  0.110
C: -1.041 1.490 -1.408  -0.561
O: -1.712 1.015 -2.295  0.054
C: 0.383 1.971 -1.686  -0.344
H: 0.776 1.422 -2.541  0.092
H: 0.373 3.039 -1.913  0.089
S: 1.529 1.777 -0.294  1.020
C: 1.222 0.077 0.060  -0.488
N: 0.257 -0.463 -0.622  0.108
C: -0.074 -1.749 -0.409  -0.194
C: -1.131 -2.312 -1.148  0.004
C: -1.479 -3.619 -0.942  -0.073
C: -0.791 -4.404 -0.004  -0.083
C: 0.238 -3.876 0.729  -0.037
C: 0.620 -2.535 0.548  -0.143
C: 1.663 -1.910 1.270  0.041
C: 1.982 -0.597 1.049  -0.215
C: 3.093 0.107 1.768  -0.124
C: 4.267 0.328 0.844  -0.252
C: 4.765 1.602 0.616  -0.076
C: 5.839 1.794 -0.236  -0.081
C: 6.424 0.713 -0.871  -0.092
C: 5.931 -0.562 -0.649  -0.080
C: 4.859 -0.752 0.203  -0.034
H: 4.474 -1.749 0.370  0.114
H: 6.383 -1.410 -1.143  0.102
H: 7.260 0.863 -1.538  0.100
H: 6.216 2.792 -0.405  0.103
H: 4.307 2.450 1.104  0.104
H: 2.737 1.073 2.135  0.109
H: 3.409 -0.497 2.623  0.128
H: 2.204 -2.485 2.010  0.128
H: 0.768 -4.477 1.455  0.111
H: -1.082 -5.435 0.138  0.102
H: -2.288 -4.060 -1.504  0.103
H: -1.638 -1.683 -1.863  0.110
H: -0.769 2.180 0.469  0.096
H: -3.604 0.697 -1.283  0.090
H: -5.773 0.673 -2.143  0.099
H: -5.166 -0.963 -1.767  0.094

No. 2
3 unconnected molecules or ions with the total composition C54H73N4O5, computed with wB97M-V/def2-TZVPD.

## Properties
- energy (a.u.) = -2696.52431
- total charge = +1
- multiplicity = 1
- Kohn-Sham gap (eV) = 8.67
- LUMO energy (eV) = -2.26

Each line ends with the Löwdin charge.
Geometry (Å):
C: -1.754 1.262 5.206  -0.096
C: -0.315 1.778 5.008  -0.247
C: 0.765 0.761 5.413  -0.210
C: 1.099 -0.191 4.254  -0.212
C: 2.164 0.350 3.302  -0.210
C: 2.195 -0.433 1.983  -0.213
C: 2.860 0.314 0.829  -0.182
C: 2.099 1.564 0.303  -0.181
C: 0.604 1.600 0.607  -0.211
C: -0.204 0.541 -0.139  -0.193
C: -1.599 0.345 0.485  -0.211
C: -2.007 -1.119 0.672  -0.178
C: -3.231 -1.265 1.604  -0.173
C: -4.578 -1.549 0.901  -0.111
C: -5.663 -0.488 1.105  -0.215
C: -6.228 -0.368 2.521  -0.321
N: -5.246 -0.027 3.557  0.076
C: -7.370 0.629 2.451  -0.099
C: -6.945 2.046 2.021  -0.194
C: -8.154 2.738 1.345  -0.149
C: -8.279 4.254 1.577  -0.220
C: -7.984 5.147 0.358  -0.097
C: -5.623 2.140 1.216  -0.373
O: -5.822 3.105 0.227  0.007
C: -4.428 2.552 2.082  -0.105
C: -4.621 3.889 2.806  -0.224
N: -4.906 3.670 4.239  0.017
N: -5.194 0.826 0.513  0.075
C: -5.498 0.844 -0.966  -0.136
N: -4.502 1.618 -1.670  -0.078
C: -3.614 0.806 -2.514  -0.086
H: -1.776 0.372 5.833  0.071
H: -2.371 2.025 5.680  0.058
H: -2.222 1.027 4.249  0.040
H: -0.164 2.705 5.560  0.101
H: -0.169 2.013 3.950  0.084
H: 0.391 0.166 6.248  0.102
H: 1.669 1.273 5.743  0.110
H: 1.428 -1.158 4.640  0.115
H: 0.178 -0.360 3.685  0.100
H: 1.973 1.408 3.103  0.104
H: 3.147 0.292 3.772  0.121
H: 2.750 -1.360 2.151  0.116
H: 1.177 -0.736 1.735  0.081
H: 3.839 0.646 1.183  0.112
H: 3.071 -0.375 0.009  0.097
H: 2.586 2.457 0.694  0.111
H: 2.216 1.608 -0.782  0.080
H: 0.221 2.584 0.315  0.120
H: 0.446 1.525 1.684  0.077
H: -0.287 0.850 -1.184  0.110
H: 0.315 -0.418 -0.147  0.102
H: -2.335 0.874 -0.133  0.076
H: -1.606 0.844 1.459  0.099
H: -1.162 -1.641 1.117  0.109
H: -2.227 -1.557 -0.305  0.108
H: -3.300 -0.361 2.207  0.071
H: -3.042 -2.073 2.309  0.117
H: -4.416 -1.707 -0.169  0.107
H: -5.006 -2.482 1.267  0.126
H: -6.524 -0.784 0.500  0.152
H: -6.651 -1.357 2.719  0.154
H: -5.055 -0.831 4.140  0.097
H: -5.624 0.678 4.181  0.085
H: -8.105 0.235 1.744  0.125
H: -7.871 0.678 3.418  0.135
H: -6.753 2.608 2.935  0.122
H: -8.186 2.503 0.281  0.111
H: -9.033 2.263 1.785  0.114
H: -9.287 4.472 1.926  0.105
H: -7.628 4.539 2.407  0.090
H: -8.787 5.857 0.175  0.071
H: -7.843 4.550 -0.541  0.060
H: -7.071 5.726 0.492  0.065
H: -4.965 3.364 -0.131  0.119
H: -4.199 1.775 2.806  0.084
H: -3.564 2.626 1.407  0.121
H: -5.448 4.447 2.371  0.099
H: -3.717 4.482 2.674  0.118
H: -4.111 3.932 4.807  0.067
H: -5.658 4.274 4.543  0.069
H: -4.171 0.814 0.568  0.122
H: -5.506 -0.191 -1.307  0.130
H: -6.497 1.247 -1.091  0.143
H: -4.990 2.284 -2.256  0.121
H: -4.112 0.429 -3.410  0.091
H: -2.742 1.388 -2.801  0.089
H: -3.255 -0.053 -1.947  0.066
C: 8.064 3.466 -6.497  -0.051
C: 8.387 2.350 -7.261  -0.051
C: 7.648 1.185 -7.139  0.001
C: 6.584 1.131 -6.248  -0.082
C: 6.267 2.248 -5.471  -0.083
C: 7.008 3.416 -5.603  0.000
C: 5.154 2.208 -4.481  -0.276
O: 4.871 3.177 -3.808  0.109
C: 4.396 0.931 -4.341  -0.075
C: 3.393 0.840 -3.385  -0.001
C: 2.672 -0.333 -3.244  -0.052
C: 2.948 -1.423 -4.061  -0.062
C: 3.955 -1.342 -5.007  -0.018
C: 4.686 -0.170 -5.145  -0.074
C: 5.794 -0.127 -6.142  -0.273
O: 6.046 -1.093 -6.833  0.102
H: 8.641 4.375 -6.598  0.110
H: 9.218 2.390 -7.953  0.110
H: 7.886 0.313 -7.732  0.122
H: 6.751 4.276 -5.001  0.121
H: 3.186 1.693 -2.754  0.105
H: 1.899 -0.405 -2.489  0.094
H: 2.388 -2.342 -3.944  0.114
H: 4.186 -2.190 -5.637  0.117
C: 7.492 -4.779 -4.265  -0.044
C: 6.352 -3.986 -4.339  -0.041
C: 5.466 -3.951 -3.276  0.004
C: 5.711 -4.706 -2.138  -0.079
C: 6.850 -5.509 -2.068  -0.081
C: 7.741 -5.539 -3.134  0.003
C: 7.124 -6.349 -0.867  -0.276
O: 8.116 -7.040 -0.797  0.114
C: 6.132 -6.312 0.247  -0.079
C: 6.341 -7.115 1.361  0.001
C: 5.440 -7.090 2.411  -0.054
C: 4.327 -6.258 2.356  -0.059
C: 4.112 -5.457 1.248  -0.008
C: 5.009 -5.484 0.188  -0.084
C: 4.747 -4.629 -1.005  -0.275
O: 3.779 -3.896 -1.051  0.090
H: 8.188 -4.803 -5.093  0.111
H: 6.162 -3.395 -5.227  0.093
H: 4.580 -3.336 -3.315  0.086
H: 8.623 -6.160 -3.066  0.122
H: 7.213 -7.755 1.393  0.122
H: 5.604 -7.718 3.276  0.109
H: 3.627 -6.237 3.181  0.106
H: 3.249 -4.808 1.192  0.114

No. 3
A single C6H9N molecule, computed with wB97M-V/def2-TZVPD.

## Properties
- energy (a.u.) = -288.68701
- structure (SMILES) = [H]/N=C(\C)C(C)=C=C
- energy above the lowest of the compared OMol25 structures with the same formula, charge and spin (kJ/mol) = 249.5
- multiplicity = 1
- Kohn-Sham gap (eV) = 9.87
- LUMO energy (eV) = 0.93

Each line ends with the Löwdin charge.
Geometry (Å):
C: 0.684 -1.851 0.105  -0.040
C: -0.160 -0.640 0.409  -0.367
C: 0.128 0.643 -0.343  -0.251
C: 1.210 0.750 -1.390  -0.071
C: -0.708 1.581 0.047  -0.069
C: -1.724 1.900 0.799  0.013
N: -1.093 -0.646 1.279  0.121
H: 0.895 -1.956 -0.963  0.071
H: 0.170 -2.752 0.452  0.076
H: 1.642 -1.777 0.631  0.091
H: 1.168 1.727 -1.880  0.077
H: 1.104 -0.013 -2.170  0.072
H: 2.214 0.637 -0.962  0.080
H: -2.737 1.694 0.464  0.073
H: -1.587 2.262 1.814  0.071
H: -1.205 -1.559 1.708  0.054

No. 4
A molecular structure, C4H5NO3 in a non-equilibrium geometry, computed with wB97M-V/def2-TZVPD.

## Properties
- energy (a.u.) = -435.61327
- energy above the lowest of the compared OMol25 structures with the same formula, charge and spin (kJ/mol) = 806.6
- multiplicity = 1
- Kohn-Sham gap (eV) = 8.92
- LUMO energy (eV) = -0.36

Each line ends with the Löwdin charge.
Geometry (Å):
C: -0.965 0.888 1.136  -0.522
C: 0.100 0.633 -0.031  -0.441
C: 0.845 -0.379 -1.819  0.052
C: 1.587 -0.851 -0.659  -0.057
H: -2.239 -0.675 2.399  0.260
H: -2.096 -1.208 0.630  0.255
H: 0.883 1.526 -0.284  0.198
H: 1.220 -0.597 -3.031  0.183
H: 2.611 -1.068 -0.776  0.090
N: -2.016 0.027 1.186  0.036
O: -0.486 1.786 1.818  0.067
O: -0.513 0.185 -1.130  -0.065
O: 1.068 -0.266 0.561  -0.056